DFT (the ωB97M-V functional and the def2-TZVPD basis) results for 2 unconnected molecules or ions with the total composition C3H9N3O in a non-equilibrium geometry.

E_HOMO (alpha / beta)	-7.4 / -6.8	eV
max |F|	0.08706	hartree/bohr
orbital gap (alpha / beta)	8.20 / 7.53	eV
E_LUMO (alpha / beta)	0.848 / 0.704	eV
energy above the lowest of the compared OMol25 structures with the same formula, charge and spin	149.18	kcal/mol

Each line ends with the Mulliken charge.
Geometry (Å):
C1 1.74985 1.18706 0.43330  -0.0423
C2 -1.32242 -0.10466 1.09916  -0.8668
C3 -0.52008 -0.49975 -1.16788  -0.9725
N1 1.75398 -1.59121 0.11026  -0.4918
N2 0.78010 -0.87125 0.78563  -0.4281
N3 -0.45994 -0.73150 0.21294  0.4687
O1 2.42085 0.96295 -0.54530  -0.3840
H1 1.52199 2.29268 0.65581  0.2220
H2 -1.58918 0.89234 0.61612  0.2930
H3 -2.23806 -0.60981 1.24028  0.3409
H4 -0.85066 0.09644 2.14894  0.2927
H5 -1.35820 0.00534 -1.53853  0.4176
H6 0.37560 0.06334 -1.60356  0.2560
H7 -0.38816 -1.48351 -1.62366  0.3248
H8 2.62532 -1.55283 0.68360  0.3154
H9 1.91777 -1.35637 -0.79182  0.2545

Atoms 1-6, force components in eV/Å:
C 0.23 -0.30 -1.57
C -0.28 3.69 1.72
C 2.88 -0.80 -2.09
N -1.21 -0.51 4.28
N 0.90 0.39 0.48
N 3.14 -1.49 0.80

DFT (the ωB97M-V functional and the def2-TZVPD basis) results for 2 unconnected molecules or ions with the total composition C3H9N3O2 in a non-equilibrium geometry.

E_HOMO	-9.6	eV
max |F|	0.06173	hartree/bohr
orbital gap	10.37	eV
E_LUMO	0.739	eV
energy above the lowest of the compared OMol25 structures with the same formula, charge and spin	19.31	kcal/mol

Each line ends with the Mulliken charge.
Geometry (Å):
H1 0.93125 -0.98968 0.26430  0.2458
N1 0.01653 -1.37293 -0.01798  -0.9224
C1 -0.26048 -0.93348 -1.20554  0.9083
C2 0.67390 -0.24211 -2.13576  -1.0359
O1 -1.36338 -1.42814 -1.77874  -0.5120
H2 1.00071 -0.93862 -2.91220  0.3351
H3 1.54994 0.12316 -1.59381  0.2987
H4 0.15627 0.59999 -2.60216  0.2840
H5 -1.77506 -2.02724 -1.13445  0.3817
N2 1.04589 0.88759 1.82082  -0.4043
C3 -0.17346 1.30571 1.41244  0.5263
N3 -1.18451 0.48014 1.76674  -0.5383
O2 -0.34507 2.33890 0.76601  -0.6650
H6 1.05710 0.30499 2.64703  0.2431
H7 1.76126 1.59964 1.73879  0.2289
H8 -2.08438 0.79006 1.42178  0.2701
H9 -1.00651 -0.49799 1.54273  0.3559

Atoms 1-6, force components in eV/Å:
H -0.58 -0.24 -0.03
N 0.44 1.11 -1.25
C 1.14 -2.49 1.60
C -0.20 0.68 0.02
O -0.61 0.44 -0.43
H -0.16 0.06 0.07

DFT (the ωB97M-V functional and the def2-TZVPD basis) results for 2 unconnected molecules or ions with the total composition C3H9N3O2.

E_HOMO	-9.6	eV
max |F|	0.00416	hartree/bohr
orbital gap	10.09	eV
E_LUMO	0.468	eV
energy above the lowest of the compared OMol25 structures with the same formula, charge and spin	15.54	kcal/mol

Each line ends with the Mulliken charge.
Geometry (Å):
N1 1.80200 0.45613 -2.24578  -0.5038
C1 0.74787 1.32748 -2.00717  0.5792
N2 -0.19534 1.32687 -3.01094  -0.4475
O1 0.66337 2.01936 -1.01576  -0.5870
H1 2.41599 0.36144 -1.45225  0.2515
H2 1.54367 -0.42480 -2.66436  0.2428
H3 0.12123 1.07972 -3.93446  0.2268
H4 -0.84358 2.09642 -2.99393  0.2450
C2 0.40047 -0.78036 2.33183  -0.7499
N3 -0.90592 -0.62567 1.72395  -0.0826
C3 -2.01287 -1.24890 2.18945  0.0692
O2 -2.04002 -1.98010 3.15465  -0.5707
H5 0.27485 -1.18709 3.33059  0.3008
H6 0.90282 0.18296 2.37391  0.2821
H7 1.01334 -1.48592 1.76705  0.2566
H8 -0.97760 -0.10919 0.86278  0.1713
H9 -2.91028 -1.00836 1.59045  0.3162

Atoms 1-6, force components in eV/Å:
N -0.14 -0.05 0.09
C 0.02 -0.03 -0.08
N -0.01 -0.04 -0.21
O 0.01 0.05 0.11
H -0.04 0.00 0.03
H 0.11 0.04 -0.09

DFT (the ωB97M-V functional and the def2-TZVPD basis) results for a molecular structure, C3H9N3O2 in a non-equilibrium geometry.

E_HOMO (alpha / beta)	-8.1 / -8.1	eV
max |F|	0.09406	hartree/bohr
orbital gap (alpha / beta)	8.49 / 8.49	eV
E_LUMO (alpha / beta)	0.370 / 0.371	eV
energy above the lowest of the compared OMol25 structures with the same formula, charge and spin	146.18	kcal/mol

Each line ends with the Mulliken charge.
Geometry (Å):
C1 1.65171 0.66437 -0.49143  -0.8926
C2 1.25187 -1.74427 -0.18275  -0.9781
N1 0.75019 -0.39380 -0.11717  -0.0240
H1 -0.14378 -0.17195 0.63321  0.1893
H2 1.06442 1.52452 -0.83213  0.2890
H3 2.34540 0.36353 -1.28544  0.3069
H4 2.24641 0.97955 0.37235  0.2917
H5 0.44387 -2.44985 0.01824  0.2814
H6 1.66167 -1.96650 -1.17743  0.3086
H7 2.04986 -1.90104 0.55041  0.3462
C3 -1.75596 0.15781 0.80941  0.5642
N2 -2.19253 1.43969 0.93877  -0.3815
N3 -1.24391 -0.26075 -1.00934  0.1897
O1 -1.26854 0.64771 -1.76634  -0.3602
O2 -2.09477 -0.72764 1.57766  -0.5682
H8 -2.06104 2.11162 0.20105  0.2004
H9 -2.70488 1.72700 1.76093  0.2372

Atoms 1-6, force components in eV/Å:
C -0.41 0.22 0.65
C -0.10 0.00 0.29
N -2.64 0.16 1.56
H 4.18 -0.79 -2.30
H 0.12 0.03 -0.10
H -0.32 -0.13 0.07

DFT (the ωB97M-V functional and the def2-TZVPD basis) results for 2 unconnected molecules or ions with the total composition C3H9N3O3P in a non-equilibrium geometry.

E_HOMO	-3.2	eV
max |F|	0.07559	hartree/bohr
orbital gap	6.83	eV
E_LUMO	3.646	eV
net charge	-1
energy above the lowest of the compared OMol25 structures with the same formula, charge and spin	100.28	kcal/mol

Each line ends with the Mulliken charge.
Geometry (Å):
C1 -1.61610 -1.09092 -0.19399  -0.6777
C2 -1.45779 1.23712 0.22114  -0.8189
C3 0.48415 -0.04676 0.03226  -0.9355
N1 -2.20827 0.20329 -0.39772  -0.2708
N2 -0.20293 -1.17510 -0.20382  0.0323
N3 -0.07669 1.17244 -0.12399  0.0416
O1 2.89313 -1.23648 0.82892  -0.7503
O2 2.48308 -0.31119 -1.47016  -0.5089
O3 2.84737 1.33712 0.47707  -0.7819
P1 2.35623 -0.03190 0.13588  0.7708
H1 -1.89954 -1.31081 0.87007  0.4145
H2 -2.03590 -2.00167 -0.79950  0.2733
H3 -1.88930 2.17378 -0.20369  0.3430
H4 -1.38661 0.98721 1.34834  0.5536
H5 -0.10261 -0.08918 1.89181  0.1924
H6 -2.45182 0.35505 -1.33140  0.2530
H7 0.26623 -2.02612 0.21486  0.2734
H8 3.35449 -0.04061 -1.68760  0.2891
H9 0.64288 1.89475 0.39152  0.3071

Atoms 1-6, force components in eV/Å:
C -1.83 -2.90 1.82
C -0.18 0.89 0.43
C 0.70 0.40 3.18
N -0.01 -1.60 0.33
N 1.76 -1.09 -1.68
N 3.09 2.27 -0.07

DFT (the ωB97M-V functional and the def2-TZVPD basis) results for a single C3H9N3O3S molecule in a non-equilibrium geometry.

E_HOMO (alpha / beta)	-4.5 / -10.0	eV
max |F|	0.08079	hartree/bohr
orbital gap (alpha / beta)	5.28 / 6.23	eV
2S+1	3
E_LUMO (alpha / beta)	0.788 / -3.745	eV
<S²>	2.01
energy above the lowest of the compared OMol25 structures with the same formula, charge and spin	38.88	kcal/mol

Each line ends with the Mulliken charge.
Geometry (Å):
C1 -0.59270 -1.13229 -0.26602  0.4468
C2 -1.03371 2.46608 0.32115  -1.2182
C3 -0.25829 1.28602 -0.22606  0.2800
N1 -0.70116 -2.20797 0.76314  -0.6238
N2 -0.33116 -1.32797 -1.51252  -0.9189
N3 -0.81254 0.09258 0.33401  -0.0486
O1 2.26189 -0.71734 -1.14748  -0.4462
O2 1.85009 -0.69258 1.35776  -0.3613
O3 1.39867 1.31980 -0.02358  -0.2821
S1 2.40519 0.12563 0.27724  0.4617
H1 -0.75390 2.30544 1.43618  0.2915
H2 -0.62276 3.48455 0.08353  0.3336
H3 -2.12856 2.37735 0.18705  0.3088
H4 -0.22826 1.23180 -1.36235  0.2257
H5 -0.74513 -3.14992 0.33079  0.2731
H6 0.18115 -2.13993 1.42263  0.3138
H7 -0.13060 -2.27550 -1.70374  0.2612
H8 1.43732 -1.10905 -1.49920  0.4261
H9 -1.19554 0.06330 1.22747  0.2767

Atoms 1-6, force components in eV/Å:
C -0.18 -2.30 1.59
C 1.90 0.15 2.45
C -3.09 -0.38 -2.75
N 1.96 0.91 -0.16
N -0.71 1.80 0.95
N 1.98 -0.12 -3.23

DFT (the ωB97M-V functional and the def2-TZVPD basis) results for a molecular structure, C3H9N3O4P in a non-equilibrium geometry.

E_HOMO	-4.3	eV
max |F|	0.07007	hartree/bohr
orbital gap	8.22	eV
E_LUMO	3.899	eV
net charge	-1
energy above the lowest of the compared OMol25 structures with the same formula, charge and spin	26.50	kcal/mol

Each line ends with the Mulliken charge.
Geometry (Å):
C1 -0.95939 0.14306 0.24769  0.5886
C2 -0.05568 -1.01990 2.41595  -1.2090
C3 -1.22202 -0.61382 1.51011  0.6663
N1 0.34982 0.13425 -2.58106  -0.6593
N2 2.22754 -0.18109 -0.75134  -0.5721
N3 0.03273 1.14121 -0.07301  -0.2026
O1 -2.17552 0.58967 -0.20154  -0.6955
O2 -0.60332 -1.05364 -0.13794  -0.7509
O3 1.71346 2.21312 -1.55716  -0.7636
O4 -2.48125 -0.79624 1.71706  -0.8406
P1 1.09643 0.89482 -1.29226  0.5611
H1 0.86918 -1.34096 1.90658  0.2658
H2 0.23668 -0.01656 2.90117  0.2307
H3 -0.49851 -1.73111 3.04885  0.4095
H4 0.16588 0.85347 -3.24703  0.2549
H5 -0.40926 -0.31402 -2.14216  0.4115
H6 3.12412 -0.14491 -1.31059  0.2556
H7 1.72230 -1.03551 -0.86187  0.3021
H8 -0.38256 2.03810 -0.05665  0.3216
H9 -2.75064 0.24004 0.46521  0.4260

Atoms 1-6, force components in eV/Å:
C 0.08 0.80 0.84
C -0.03 2.73 -0.87
C -1.23 0.91 0.10
N 1.81 0.61 0.08
N 1.52 0.07 -0.31
N -0.47 -1.08 1.38

What did the third record say?
DFT (the ωB97M-V functional and the def2-TZVPD basis) results for 2 unconnected molecules or ions with the total composition C3H9N3O2.

E_HOMO	-9.6	eV
max |F|	0.00416	hartree/bohr
orbital gap	10.09	eV
E_LUMO	0.468	eV
energy above the lowest of the compared OMol25 structures with the same formula, charge and spin	15.54	kcal/mol

Each line ends with the Mulliken charge.
Geometry (Å):
N1 1.80200 0.45613 -2.24578  -0.5038
C1 0.74787 1.32748 -2.00717  0.5792
N2 -0.19534 1.32687 -3.01094  -0.4475
O1 0.66337 2.01936 -1.01576  -0.5870
H1 2.41599 0.36144 -1.45225  0.2515
H2 1.54367 -0.42480 -2.66436  0.2428
H3 0.12123 1.07972 -3.93446  0.2268
H4 -0.84358 2.09642 -2.99393  0.2450
C2 0.40047 -0.78036 2.33183  -0.7499
N3 -0.90592 -0.62567 1.72395  -0.0826
C3 -2.01287 -1.24890 2.18945  0.0692
O2 -2.04002 -1.98010 3.15465  -0.5707
H5 0.27485 -1.18709 3.33059  0.3008
H6 0.90282 0.18296 2.37391  0.2821
H7 1.01334 -1.48592 1.76705  0.2566
H8 -0.97760 -0.10919 0.86278  0.1713
H9 -2.91028 -1.00836 1.59045  0.3162

Atoms 1-6, force components in eV/Å:
N -0.14 -0.05 0.09
C 0.02 -0.03 -0.08
N -0.01 -0.04 -0.21
O 0.01 0.05 0.11
H -0.04 0.00 0.03
H 0.11 0.04 -0.09

Which value of max |F| does entry 7 give? 0.07007 hartree/bohr